[1]
Molecular formula: C30H41N9O8S
Method: DFT, ωB97M-V/def2-TZVPD

CARTESIAN COORDINATES (ANGSTROEM)
S: 23.83500 0.95900 24.96800
O: 24.65500 0.11600 24.08500
O: 22.55000 0.29600 25.16900
O: 24.60900 1.19400 26.13200
O: 23.48000 2.19900 24.28300
N: 22.38900 4.05300 22.76300
C: 21.08700 4.19100 22.47600
C: 20.70500 5.51900 21.93700
C: 21.98400 6.30100 22.08000
C: 23.05200 5.29400 22.65600
H: 22.81700 3.31800 23.12500
H: 20.48000 3.45200 22.57300
H: 19.71800 5.99800 21.63800
H: 22.24700 7.34900 21.94800
H: 23.93600 5.56600 22.71200
N: 22.20800 -2.46900 27.20900
C: 21.27300 -3.54500 27.10200
C: 21.55700 -4.49100 28.27600
C: 22.77300 -3.93000 29.02500
C: 23.13200 -2.64200 28.25700
H: 22.26200 -1.50600 26.60000
H: 20.33500 -3.54500 26.35000
H: 21.22800 -5.34600 28.64400
H: 23.29100 -4.17800 30.05500
H: 23.66300 -1.75000 28.42400
N: 23.96500 2.16100 28.40500
C: 22.70500 1.91800 28.95800
C: 22.71900 2.61900 30.28400
C: 23.96000 3.49900 30.38300
C: 24.68800 3.16600 29.13700
H: 24.36100 1.91400 27.39500
H: 22.00200 1.27900 28.41200
H: 21.97300 2.42800 31.01100
H: 24.17500 4.09900 31.23600
H: 25.47100 3.85000 28.75000
N: 20.35500 1.17200 25.83300
C: 19.45000 0.53300 26.69600
C: 18.32500 1.62300 26.80900
C: 18.65500 2.86500 25.97700
C: 20.09700 2.51000 25.47600
H: 21.09400 0.68800 25.47200
H: 19.64400 -0.53900 27.02700
H: 17.47700 1.39100 27.36200
H: 18.10400 3.81900 25.75800
H: 20.76300 2.98600 24.99500
N: 25.42600 -3.22400 23.68900
C: 25.52700 -4.26500 24.56900
C: 26.07500 -5.50200 23.78600
C: 26.03300 -5.07400 22.33500
C: 25.58100 -3.68000 22.26700
H: 24.92900 -2.36500 23.78800
H: 25.18400 -3.95400 25.55100
H: 26.46500 -6.63200 24.08500
H: 26.15800 -5.78600 21.41000
H: 25.03400 -2.94400 21.53700
N: 25.56600 1.06600 21.85300
C: 26.40300 0.38000 20.81500
C: 26.67300 1.33100 19.78100
C: 25.96500 2.51200 20.15900
C: 25.30100 2.33500 21.42400
H: 25.47400 0.69200 22.89500
H: 26.58400 -0.60200 20.89300
H: 27.34300 1.18500 18.76700
H: 26.10200 3.58600 19.37700
H: 24.51300 3.11400 21.97600
N: 26.91000 -0.76900 27.04600
C: 27.40800 -0.52000 28.24900
C: 28.71700 -1.31100 28.34800
C: 28.97900 -1.86600 26.97000
C: 27.63100 -1.55000 26.24400
H: 26.03100 -0.37700 26.64300
H: 27.01900 0.24500 28.76900
H: 29.32300 -1.28000 29.31200
H: 29.70200 -2.59100 26.63100
H: 27.41100 -1.69100 25.16700
C: 26.51600 3.47500 25.21500
N: 26.85400 4.89400 24.96000
O: 26.12400 5.58000 24.28200
O: 27.84300 5.35400 25.49800
H: 25.75100 3.48100 25.94000
H: 27.48700 2.92400 25.54900
H: 25.93200 3.21800 24.23700
C: 22.02400 0.42800 21.70300
N: 21.17000 0.42400 20.56700
O: 21.39900 1.07800 19.58700
O: 20.02700 -0.23800 20.53200
H: 22.90000 0.89800 21.39900
H: 22.43100 -0.44700 22.03300
H: 21.68700 1.13600 22.39600

As for the energy above the lowest of the compared OMol25 structures with the same formula, charge and spin: 53.6 kcal per mole. As for the max |F|: 13.86 eV/A. As for the total charge: -2. For the total energy, the calculation gives -2659.98732 Ha. The LUMO energy is 4.157 eV. For the orbital gap, the calculation gives 7.46 eV.

Löwdin atomic charge list, values in e, 5 entries: atom 1 (S): 0.238, atom 2 (O): -0.381, atom 3 (O): -0.361, atom 4 (O): -0.345, atom 5 (O): -0.354

[2]
Molecular formula: C30H42As2BMoN4O3S
Method: DFT, ωB97M-V/def2-TZVPD

CARTESIAN COORDINATES (ANGSTROEM)
Mo: 1.14049 0.46350 0.41629
C: -2.92456 -3.13029 3.84212
C: -2.42075 -3.20867 2.40948
N: -1.01213 -2.84334 2.29929
C: -0.59174 -1.59919 2.01951
S: 1.12937 -1.26960 2.19325
N: -1.44671 -0.68315 1.64861
N: -0.76791 0.49876 1.42654
C: -1.23179 1.57613 1.96108
C: -2.50680 1.60186 2.73335
C: -0.33768 2.72991 1.83085
C: -0.66369 4.01854 2.22448
C: 0.29828 5.01084 2.14205
C: 1.56786 4.68875 1.68904
C: 1.82199 3.38807 1.29911
N: 0.88864 2.43421 1.34946
H: -3.97395 -3.42021 3.89418
H: -2.35966 -3.79843 4.49399
H: -2.82857 -2.11488 4.22828
H: -2.54104 -4.21573 2.00868
H: -2.97694 -2.53016 1.76698
H: -0.32752 -3.45260 2.71682
H: -2.55701 0.73090 3.38408
H: -2.60222 2.50223 3.33288
H: -3.35562 1.53560 2.04921
H: -1.65599 4.24088 2.58697
H: 0.06287 6.02325 2.44163
H: 2.35394 5.42854 1.63876
H: 2.78969 3.06327 0.94184
C: 1.77785 -3.40789 -0.39771
As: 1.37979 -1.66788 -1.15440
C: 0.03558 -2.18995 -2.45433
C: 2.91050 -1.31477 -2.29613
C: 3.70154 -2.33582 -2.81256
C: 4.79897 -2.03749 -3.60575
C: 5.10799 -0.71644 -3.89570
C: 4.31591 0.30522 -3.39361
C: 3.22153 0.01007 -2.58818
As: 2.07191 1.40973 -1.89864
C: 1.03142 1.82471 -3.48902
C: 3.20971 2.97248 -1.79190
H: 0.92974 -3.70819 0.21514
H: 2.66574 -3.35260 0.22644
H: 1.91570 -4.13353 -1.19709
H: 0.39004 -3.06071 -3.00308
H: -0.15799 -1.36878 -3.14034
H: -0.88890 -2.42144 -1.92886
H: 3.47716 -3.37163 -2.59187
H: 5.41517 -2.83699 -3.99531
H: 5.96576 -0.48145 -4.51174
H: 4.56640 1.33308 -3.62591
H: 1.71415 1.94827 -4.32873
H: 0.46085 2.73877 -3.33644
H: 0.34367 1.00822 -3.70845
H: 3.63774 3.18842 -2.76920
H: 3.99686 2.78945 -1.06585
H: 2.59611 3.81891 -1.48656
O: -0.93503 2.42119 -1.04875
B: -0.56431 1.07319 -0.89539
O: -1.46746 0.26012 -1.57015
C: -2.40423 1.10509 -2.13271
C: -3.49898 0.78653 -2.90113
C: -4.27369 1.85600 -3.34827
C: -3.94999 3.17018 -3.03126
C: -2.83588 3.47774 -2.25083
C: -2.08241 2.41268 -1.81549
H: -3.74252 -0.23920 -3.14127
H: -5.14624 1.65803 -3.95566
H: -4.57502 3.97282 -3.39825
H: -2.57417 4.49719 -2.00213
C: 5.46128 1.07225 0.64118
C: 4.27091 0.31661 1.22955
C: 4.50895 -1.18264 1.08317
C: 4.08784 0.70153 2.69313
O: 3.13344 0.70456 0.46657
H: 6.39106 0.79902 1.14225
H: 5.32559 2.15111 0.75194
H: 5.56026 0.83594 -0.42084
H: 5.43492 -1.47382 1.58246
H: 4.59432 -1.44128 0.02517
H: 3.69584 -1.75814 1.52882
H: 4.97459 0.43743 3.27208
H: 3.23180 0.19201 3.13668
H: 3.93506 1.77917 2.78644

As for the expectation value of S²: 2.020. As for the energy above the lowest of the compared OMol25 structures with the same formula, charge and spin: 0.0 kcal per mole. As for the max |F|: 0.16 eV/A. As for the total charge: +1. For the total energy, the calculation gives -6575.83578 Ha. The LUMO energy (spin up / spin down) is -2.955 / -3.680 eV. For the orbital gap (spin up / spin down), the calculation gives 7.25 / 7.13 eV. Its spin multiplicity is 3.

Löwdin atomic charge list, values in e, 5 entries: atom 1 (Mo): 1.069, atom 2 (C): -0.078, atom 3 (C): -0.236, atom 4 (N): -0.017, atom 5 (C): -0.765

[3]
Molecular formula: C30H42As3NRuS4
Method: DFT, ωB97M-V/def2-TZVPD

CARTESIAN COORDINATES (ANGSTROEM)
Ru: 0.16586 0.83632 0.11143
S: -0.61983 2.80415 1.24888
C: 0.83951 3.60518 1.84351
C: 0.71682 4.93531 2.25335
C: 1.79493 5.63830 2.75957
C: 3.03326 5.02499 2.88548
C: 3.17678 3.70433 2.49551
C: 2.10035 3.00357 1.96235
S: 2.39566 1.31229 1.48141
C: 3.58232 1.51487 0.13871
C: 3.09180 2.37496 -0.99495
C: 4.01066 2.93899 -1.87193
C: 3.54229 3.71491 -2.91436
C: 2.17571 3.92191 -3.03362
C: 1.32988 3.33265 -2.11040
C: -0.15383 3.53292 -2.18433
S: -1.03677 1.94690 -2.18400
C: -0.11282 1.09098 -3.43880
C: -0.21994 1.55409 -4.74861
C: 0.51084 0.96617 -5.76562
C: 1.33988 -0.11022 -5.47503
C: 1.42625 -0.59213 -4.18353
C: 0.70881 -0.00093 -3.13878
S: 0.85022 -0.73591 -1.54177
N: 1.78310 2.55979 -1.11945
H: -0.25079 5.41185 2.16526
H: 1.66629 6.66798 3.06526
H: 3.87674 5.56320 3.29510
H: 4.13153 3.20692 2.61397
H: 3.78168 0.49830 -0.21149
H: 4.51005 1.91553 0.54518
H: 5.06941 2.76615 -1.73368
H: 4.22915 4.15991 -3.62152
H: 1.77108 4.53159 -3.82960
H: -0.42956 4.09478 -3.07439
H: -0.52301 4.05315 -1.29877
H: -0.88779 2.37810 -4.96679
H: 0.42193 1.33518 -6.77821
H: 1.91016 -0.58435 -6.26256
H: 2.05576 -1.44383 -3.96122
C: -3.22849 -0.45706 -1.68523
As: -2.35062 -0.43333 0.04859
C: -3.80008 0.28450 1.13822
C: -2.49245 -2.36368 0.40252
C: -1.60075 -3.03088 1.46601
C: -0.22121 -3.35158 0.89699
C: -1.46612 -2.12437 2.70895
As: -0.19037 -0.63250 2.57019
C: -0.83471 0.51120 3.99669
C: 1.36378 -1.42097 3.43871
C: -2.30059 -4.31711 1.95206
As: -2.69013 -5.94421 0.87031
C: -2.74074 -5.35561 -1.00335
C: -0.90217 -6.75037 0.82492
H: -4.07452 -1.14360 -1.65350
H: -2.52004 -0.78911 -2.44463
H: -3.57930 0.54164 -1.93639
H: -4.71448 -0.28606 0.97587
H: -3.96522 1.32493 0.86058
H: -3.53652 0.24870 2.19396
H: -2.31860 -2.82928 -0.56669
H: -3.54709 -2.51492 0.65131
H: 0.30765 -2.44397 0.59440
H: -0.30496 -3.97915 0.01141
H: 0.38896 -3.87902 1.63338
H: -1.12709 -2.71301 3.56456
H: -2.44077 -1.70943 2.97966
H: -1.00349 -0.06234 4.90755
H: -1.75567 0.99805 3.68184
H: -0.09123 1.28641 4.18056
H: 1.05455 -1.96886 4.32811
H: 2.05692 -0.63122 3.72221
H: 1.86593 -2.09658 2.74834
H: -3.26754 -4.03732 2.38025
H: -1.72113 -4.73930 2.78049
H: -3.60880 -4.72359 -1.18415
H: -2.85727 -6.26159 -1.59840
H: -1.83545 -4.84512 -1.32935
H: -0.56584 -6.93111 1.84556
H: -0.16473 -6.14408 0.30298
H: -0.98397 -7.71395 0.32297

As for the expectation value of S²: 8.778. As for the energy above the lowest of the compared OMol25 structures with the same formula, charge and spin: 3.7 kcal per mole. As for the max |F|: 0.18 eV/A. As for the total charge: +1. For the total energy, the calculation gives -9617.84319 Ha. The LUMO energy (spin up / spin down) is -2.052 / -4.136 eV. For the orbital gap (spin up / spin down), the calculation gives 7.33 / 6.29 eV. Its spin multiplicity is 6.

Löwdin atomic charge list, values in e, 5 entries: atom 1 (Ru): 0.490, atom 2 (S): 0.542, atom 3 (C): -0.653, atom 4 (C): -0.115, atom 5 (C): -0.065

[4]
Molecular formula: C30H42AsKN5SSeSi
Method: DFT, ωB97M-V/def2-TZVPD

CARTESIAN COORDINATES (ANGSTROEM)
K: -0.44809 2.13141 -0.97534
C: -6.08141 2.35614 0.86676
C: -5.65189 1.86612 -0.46408
N: -6.42975 1.40505 -1.39022
N: -5.57603 1.11009 -2.41757
C: -4.27989 1.36836 -2.15169
S: -2.96503 1.20451 -3.15439
N: -4.34012 1.84362 -0.87007
N: -3.21773 2.23291 -0.14910
H: -7.16670 2.33520 0.91439
H: -5.72823 3.37587 1.02804
H: -5.68385 1.72988 1.66759
H: -5.91880 0.76873 -3.29596
H: -3.39676 2.09911 0.83815
H: -3.00290 3.22900 -0.32690
C: 0.78996 7.39962 -0.25181
Si: -0.20467 6.12245 -1.21752
C: 1.04355 4.95193 -2.03184
C: -1.04466 7.01532 -2.65420
Se: -1.64775 5.07314 0.08374
H: 1.48963 7.93635 -0.89928
H: 1.35771 6.91964 0.54736
H: 0.11791 8.12506 0.21062
H: 1.80474 5.50643 -2.58795
H: 0.52941 4.30406 -2.75024
H: 1.56573 4.32253 -1.30574
H: -0.31965 7.53726 -3.28592
H: -1.77358 7.74273 -2.29170
H: -1.58214 6.29104 -3.27020
C: 1.47166 -2.63113 6.14862
C: 1.18415 -2.35415 4.69828
C: 1.65927 -3.18505 3.69825
C: 1.41428 -2.94573 2.34549
C: 2.06674 -3.88587 1.36400
C: 0.63704 -1.83812 1.96911
As: -0.06542 -1.35785 0.15409
N: 0.87196 0.02978 -0.50079
C: 2.16329 0.38373 -0.27400
C: 2.66311 1.52202 -0.96181
C: 3.95509 1.98547 -0.79373
C: 4.84101 1.34730 0.06741
C: 4.38290 0.22935 0.75138
C: 3.09095 -0.24353 0.59388
C: 0.29703 -2.98981 -0.92935
C: -0.59715 -4.04572 -0.69550
C: -1.61172 -4.02971 0.42384
C: -0.57796 -5.17424 -1.51269
C: 0.29897 -5.28632 -2.57810
C: 0.30156 -6.49972 -3.46766
C: 1.17596 -4.23494 -2.80400
C: 1.19157 -3.09424 -2.00764
C: 2.19829 -2.02631 -2.32965
C: 0.18196 -0.96870 2.98074
C: -0.57103 0.29527 2.65054
C: 0.45859 -1.23528 4.31530
H: 1.96783 -3.59396 6.27325
H: 0.55160 -2.64929 6.73647
H: 2.11759 -1.86373 6.58098
H: 2.26152 -4.04685 3.97065
H: 2.87569 -4.42682 1.85750
H: 2.48465 -3.34445 0.51646
H: 1.37081 -4.61829 0.95335
H: 2.02966 2.05515 -1.66626
H: 4.26919 2.86135 -1.35173
H: 5.85312 1.70820 0.19668
H: 5.04524 -0.29676 1.43141
H: 2.77991 -1.10762 1.16003
H: -1.26529 -3.51057 1.31478
H: -1.85350 -5.05373 0.71428
H: -2.53681 -3.54319 0.10281
H: -1.26917 -5.98556 -1.30305
H: -0.39411 -7.25585 -3.10250
H: 1.29361 -6.95277 -3.52173
H: 0.00809 -6.24118 -4.48770
H: 1.87853 -4.29831 -3.63003
H: 2.78718 -2.31018 -3.20247
H: 2.88441 -1.85873 -1.49642
H: 1.71601 -1.06739 -2.51470
H: -1.50329 0.08119 2.12244
H: 0.02532 0.93546 1.99594
H: -0.80052 0.85640 3.55686
H: 0.10164 -0.54257 5.07174

As for the energy above the lowest of the compared OMol25 structures with the same formula, charge and spin: 11.3 kcal per mole. As for the max |F|: 0.61 eV/A. As for the total charge: -1. For the total energy, the calculation gives -7367.11676 Ha. The LUMO energy is 2.171 eV. For the orbital gap, the calculation gives 6.24 eV.

Löwdin atomic charge list, values in e, 5 entries: atom 1 (K): 0.496, atom 2 (C): -0.007, atom 3 (C): -0.346, atom 4 (N): 0.105, atom 5 (N): 0.008